No. 1
36
Properties=species:S:1:pos:R:3:forces:R:3:lowdin_charge:R:1 method="wB97M-V/def2-TZVPD" gap_ev="3.6 / 3.6" homo_ev="0.54 / 0.57" lumo_energy_ev="4.1 / 4.1" total_charge=-2 energy_ev=-59504.4336 spin_multiplicity=6
Sm 1.44114 2.78226 -2.14012 -1.23 -1.47 -1.26 1.083
Cl 2.89427 4.14871 -0.61864 1.20 1.03 1.42 -0.342
C -0.26194 4.28844 -2.79729 -0.52 0.65 0.07 -0.372
C 2.78791 2.92206 -4.09909 0.56 0.06 -0.33 -0.372
H -0.19771 4.69683 -3.81604 -0.01 -0.01 0.10 -0.066
H -1.26709 3.86837 -2.64457 0.07 0.07 -0.03 -0.062
H -0.11829 5.11152 -2.07577 -0.19 0.16 -0.13 -0.077
H 2.39576 3.51694 -4.93469 0.03 -0.03 0.03 -0.069
H 3.11522 1.94623 -4.48329 0.00 0.04 -0.03 -0.067
H 3.66873 3.44114 -3.68111 0.07 0.01 -0.24 -0.084
Be 0.45125 -0.16852 -1.30437 0.32 0.04 -2.66 -0.147
C 1.73525 -1.21386 -1.00431 0.67 -0.70 0.65 -0.198
C 0.26564 0.68931 -2.73339 0.09 -0.28 -0.65 -0.401
H 2.01369 -1.77151 -1.90075 0.06 -0.07 -0.09 -0.026
H 2.62278 -0.68531 -0.63782 0.11 -0.03 0.01 -0.022
H 1.46172 -1.93402 -0.22482 0.15 -0.30 0.21 -0.032
H 0.77358 0.34652 -3.66113 0.18 0.13 0.26 -0.090
H -0.75078 0.97927 -3.06214 0.05 0.24 0.26 -0.087
C -2.07836 -4.25674 4.05293 -0.04 -0.10 0.05 -0.075
C -1.65547 -3.01007 3.32518 0.15 0.24 -0.09 -0.297
C -0.47893 -2.33490 3.66993 -0.26 0.11 -0.23 -0.052
C -0.10340 -1.17329 2.98846 -0.15 -0.09 -0.14 -0.041
C -0.90505 -0.69315 1.95274 -0.06 -0.04 0.44 -0.246
C -2.09937 -1.33535 1.62868 -0.01 -0.25 0.16 -0.047
C -2.45752 -2.49959 2.30063 0.15 0.16 0.14 -0.049
S -0.44812 0.68305 0.90557 1.10 -0.62 -1.94 0.556
O -1.28308 1.81444 1.21120 -0.11 -0.21 0.33 -0.296
O 1.00971 0.88479 0.94852 -1.68 -0.01 0.67 -0.333
O -0.80955 0.05459 -0.44886 -0.97 1.12 3.17 -0.347
H -1.33308 -5.05707 3.97552 -0.07 0.12 -0.02 0.074
H -2.23131 -4.05117 5.11963 -0.03 -0.08 -0.14 0.073
H -3.01813 -4.62275 3.62674 0.12 -0.05 0.17 0.065
H 0.14423 -2.74100 4.46870 -0.07 0.17 -0.17 0.105
H 0.81615 -0.64805 3.23467 -0.10 -0.12 -0.12 0.114
H -2.73087 -0.94462 0.83427 0.25 -0.07 0.08 0.121
H -3.36899 -3.03351 2.02481 0.18 0.18 0.06 0.103

=====

No. 2
55
Properties=species:S:1:pos:R:3:forces:R:3:lowdin_charge:R:1 method="wB97M-V/def2-TZVPD" gap_ev=10.0 homo_ev=-10.19 lumo_energy_ev=-0.2 total_charge=0 energy_ev=-35908.2234 relative_energy_ev=2.842
C -0.54958 -4.70038 -0.33425 0.99 -0.45 -0.70 0.014
C -0.89792 -3.27627 -0.65248 -0.11 0.76 0.09 -0.489
N -1.36560 -2.48928 0.35086 -0.10 -0.35 0.91 -0.082
C -1.15965 -2.81608 1.76739 -0.57 -0.37 -0.49 -0.023
C -1.95281 -1.19914 0.09478 0.73 0.70 -1.48 -0.124
C -0.87622 -0.08132 0.08448 -1.11 -1.59 0.90 -0.204
O 0.00589 -0.28682 -0.98938 -0.32 0.67 -0.28 -0.072
O -0.75713 -2.82006 -1.79075 -0.22 -0.28 -0.10 0.017
H 0.16966 -4.84923 0.46800 -0.37 0.22 0.43 0.081
H 0.00119 -5.07524 -1.19012 -0.10 0.01 -0.35 0.087
H -1.40630 -5.35420 -0.22740 -0.30 0.14 0.37 0.095
H -1.98598 -3.41374 2.11587 -0.27 -0.48 0.26 0.093
H -0.23200 -3.35351 1.89621 0.16 -0.02 0.18 0.080
H -1.15267 -1.92586 2.37579 0.19 0.34 -0.13 0.072
H -2.37236 -1.20797 -0.91742 0.18 -0.17 -0.14 0.123
H -2.83893 -0.94180 0.67058 0.32 -0.33 0.86 0.137
H -1.50495 0.80414 0.13260 0.65 0.90 -0.51 0.122
H -0.25725 -0.19853 0.97347 -0.24 0.28 0.30 0.087
H -0.41948 -0.90843 -1.59825 0.08 -0.28 -0.21 0.069
H -0.33354 4.13642 0.95878 0.11 0.01 0.02 -0.030
H -1.19973 4.37450 2.16020 -0.16 -0.11 0.31 0.019
O -0.91718 4.79640 1.34971 0.07 0.15 -0.29 -0.059
H 1.05116 2.49732 2.49709 -0.81 0.56 0.01 0.042
H 0.18728 1.46410 1.88483 -0.57 -0.04 -0.09 0.010
O 0.09363 2.25019 2.43684 1.06 -0.61 0.03 -0.070
H -1.65851 1.60883 5.02995 -0.10 -0.01 0.20 0.027
H -1.38187 1.89822 3.58029 -0.07 0.17 0.07 -0.021
O -2.10492 1.89223 4.22902 0.16 -0.12 -0.18 -0.074
H 1.37166 -0.08832 3.02743 0.09 -0.06 0.20 0.039
H 1.08778 -1.42182 3.72974 0.10 0.03 0.05 0.057
O 0.77241 -0.84138 3.03135 0.02 0.08 -0.11 -0.048
H 1.07461 0.62117 -2.07572 0.10 0.22 0.01 -0.009
H 1.99020 0.38192 -3.23314 0.06 0.17 -0.19 0.016
O 1.65100 1.10810 -2.69519 -0.19 -0.12 0.19 -0.070
H 1.82783 -2.20648 -1.72220 0.20 0.28 -0.07 -0.015
H 1.63011 -2.46719 -0.28683 0.22 0.11 0.34 0.016
O 2.34649 -2.31661 -0.91205 -0.35 -0.26 -0.14 -0.049
H 4.35998 1.15831 1.51450 -0.19 0.54 0.58 0.003
H 5.00527 0.28177 0.55957 0.47 -0.36 0.09 0.040
O 5.11472 0.57109 1.47619 -0.31 -0.13 -0.66 -0.054
H -4.20982 0.58651 -1.52096 0.00 0.04 0.00 0.012
H -4.44874 -0.10321 -2.86129 0.00 0.04 -0.04 0.035
O -4.83561 0.52965 -2.24817 0.01 -0.07 0.03 -0.050
H 2.25528 4.25112 1.53653 -0.21 0.05 -0.76 0.071
H 2.20613 2.86283 0.69431 -0.23 0.92 -0.47 0.043
O 2.37177 3.30021 1.53155 0.76 -0.90 1.11 -0.035
H 1.15361 -2.58348 -3.83423 -0.51 0.34 -0.18 0.052
H 2.56780 -2.29320 -3.57491 0.27 0.45 -0.20 0.057
O 1.75487 -1.82569 -3.81911 0.28 -0.84 0.38 -0.043
H -1.04551 3.56158 -3.56897 -0.42 0.21 -0.21 0.016
H 0.08988 2.88635 -4.19819 0.08 -0.27 -0.43 0.020
O -0.80792 3.17133 -4.41807 0.40 0.00 0.64 -0.058
H -0.55320 3.61334 -1.04724 0.01 0.15 0.09 0.049
H 0.67741 2.83523 -1.47926 0.25 -0.13 -0.24 0.013
O 0.40772 3.60236 -0.96236 -0.16 -0.20 0.00 -0.038